(1)
{
  "formula": "C25H66N6O12",
  "method": "wB97M-V/def2-TZVPD",
  "orbital_gap_ev": 4.867,
  "charge": 4,
  "e_lumo_ev": -10.150,
  "elements": ["C", "N", "C", "C", "C", "C", "O", "H", "H", "H", "H", "H", "H", "H", "H", "H", "H", "H", "H", "H", "H", "C", "N", "C", "C", "C", "C", "O", "H", "H", "H", "H", "H", "H", "H", "H", "H", "H", "H", "H", "H", "H", "C", "C", "C", "O", "C", "N", "H", "H", "H", "H", "H", "H", "H", "H", "H", "H", "H", "H", "C", "C", "O", "N", "H", "H", "C", "H", "H", "H", "H", "H", "H", "C", "C", "O", "N", "H", "H", "C", "H", "H", "H", "H", "H", "H", "C", "C", "O", "N", "H", "H", "C", "H", "H", "H", "H", "H", "H", "O", "C", "O", "O", "H", "O", "C", "O", "O", "H"],
  "xyz": [[-1.01239, 3.61057, -4.68760], [-0.40360, 3.52467, -3.28225], [-1.00562, 4.62498, -2.37956], [-0.86794, 2.14817, -2.74186], [1.17358, 3.54187, -3.22303], [1.90276, 4.59966, -4.07175], [1.47416, 5.96724, -4.09167], [-2.08509, 3.74406, -4.54755], [-0.69039, 2.79084, -5.32983], [-0.78454, 4.57719, -5.13688], [-2.08315, 4.52357, -2.50894], [-0.61349, 5.57048, -2.75422], [-0.53380, 4.44228, -1.41410], [-0.53492, 2.10857, -1.70473], [-0.42521, 1.27310, -3.21762], [-1.95020, 2.05705, -2.83414], [1.57289, 2.58133, -3.54864], [1.52040, 3.61841, -2.19252], [1.92565, 4.13524, -5.05760], [2.97582, 4.58485, -3.88097], [2.24109, 6.36863, -4.50676], [1.51816, 2.41090, 4.02297], [1.73821, 2.61085, 2.46184], [0.94751, 1.50775, 1.72840], [1.15038, 3.93696, 2.07446], [3.28310, 2.55373, 2.04780], [3.69809, 2.98440, 0.57953], [3.65832, 4.35424, 0.24712], [2.03877, 3.31444, 4.34027], [1.94939, 1.47184, 4.36984], [0.46890, 2.48934, 4.30760], [-0.08614, 1.54393, 2.07246], [1.47476, 0.56145, 1.84928], [0.96514, 1.86962, 0.70037], [1.42665, 4.01769, 1.02315], [1.71152, 4.61524, 2.71725], [0.08220, 4.02088, 2.27457], [3.61814, 1.55503, 2.32788], [3.75846, 3.14551, 2.83004], [3.11837, 2.44067, -0.16638], [4.72745, 2.65164, 0.44607], [4.36834, 4.74524, 0.76153], [2.17347, -2.91981, 3.72659], [1.47756, -1.55386, 4.07082], [-0.04186, -1.47574, 3.80204], [-0.49675, -0.17467, 4.31074], [-1.89368, -0.04678, 4.19347], [1.71773, -1.28925, 5.52449], [2.71911, -1.24927, 5.65000], [1.32560, -0.45175, 5.93058], [1.25148, -1.98831, 6.08485], [1.85516, -3.40739, 2.80515], [2.11649, -3.74543, 4.43595], [3.22671, -2.65554, 3.63188], [2.00964, -0.70757, 3.63631], [-0.48171, -2.37980, 4.22311], [-0.26458, -1.55019, 2.73763], [-2.32904, -0.75817, 4.89524], [-2.24041, -0.29964, 3.19151], [-2.26394, 0.94009, 4.47118], [-1.83839, -6.79067, -1.40328], [-2.13901, -5.27942, -1.31613], [-2.91216, -4.73815, -2.12232], [-1.22601, -4.47975, -0.46329], [-0.24276, -4.66212, -0.60490], [-1.28717, -3.47201, -0.49186], [-1.61138, -4.74092, 1.02487], [-2.51742, -7.45338, -1.93977], [-1.84488, -7.20419, -0.39477], [-0.82683, -6.86861, -1.80175], [-1.64094, -5.79051, 1.31743], [-2.58227, -4.30975, 1.26897], [-0.90600, -4.22763, 1.67837], [4.87258, -3.23538, -0.10849], [3.64294, -2.22653, -0.09263], [3.44240, -1.28711, 0.71035], [2.54285, -2.43070, -1.10357], [2.40568, -3.42064, -1.24956], [1.68888, -2.13530, -0.65237], [2.77602, -1.39913, -2.33595], [5.50727, -3.04515, -0.97399], [4.66071, -4.29844, 0.00607], [5.52050, -2.84277, 0.67520], [2.10689, -1.56852, -3.17955], [3.77500, -1.47223, -2.76581], [2.67170, -0.38050, -1.96228], [-5.96672, -3.26118, -3.37503], [-5.33149, -2.63381, -2.04683], [-5.75336, -2.83917, -0.91594], [-4.06970, -1.74724, -2.23796], [-3.30348, -2.21126, -1.77135], [-3.64658, -1.87399, -3.14624], [-4.16768, -0.27734, -1.81002], [-6.33147, -4.21003, -2.98163], [-5.27717, -3.50578, -4.18298], [-6.83072, -2.63283, -3.59130], [-3.17091, 0.08686, -2.05884], [-4.45930, -0.17714, -0.76454], [-4.85903, 0.26161, -2.45783], [-1.74249, 2.95877, 1.15644], [-2.85353, 3.25536, 0.48651], [-3.42776, 2.31156, -0.15467], [-3.22806, 4.39486, 0.45877], [-1.78323, 2.02607, 0.93283], [-1.19681, 0.15042, 0.41897], [-0.83391, -0.99421, -0.05391], [-1.53177, -1.62864, -0.83611], [0.22115, -1.49644, 0.32146], [-1.76689, 0.32201, -0.33413]],
  "forces_ev_per_angstrom": [[0.370, 1.418, 0.537], [0.564, -1.591, -0.446], [1.255, -0.678, -1.073], [0.483, 0.825, 0.456], [-0.394, 1.021, 0.192], [0.058, -0.389, -1.129], [-0.090, -1.746, 0.401], [-0.078, -0.879, 0.026], [-0.197, 0.025, 0.276], [0.731, -0.083, 0.009], [0.104, 0.190, 0.792], [-0.255, 0.019, -0.112], [-0.871, 0.058, 0.257], [-0.414, 0.127, 0.168], [0.323, 0.492, -0.671], [0.070, 0.407, 0.295], [-0.440, -0.070, -0.356], [-0.819, 0.232, 0.383], [-0.569, 0.492, -0.700], [0.048, -0.331, 0.950], [-0.167, 0.871, -0.100], [1.054, 1.356, -1.933], [-0.861, -2.118, 0.411], [0.979, 1.606, 0.150], [1.120, -0.228, 0.461], [-1.233, 0.523, 0.787], [-0.123, -0.404, 0.688], [-0.426, -0.659, 0.622], [0.089, -0.446, 0.961], [0.152, 0.270, -0.217], [0.011, -0.098, -0.541], [0.393, -0.217, 0.159], [-0.324, 0.020, -0.079], [-0.126, -0.570, -0.150], [-0.398, 0.669, 0.180], [-0.174, 0.606, -0.506], [0.069, -0.371, -0.183], [-0.184, -0.303, -0.629], [0.101, 0.591, -0.342], [-0.246, 0.014, 0.088], [0.090, -0.412, 0.282], [0.144, 0.652, -0.111], [0.292, 0.869, -0.064], [-0.855, -0.508, -0.453], [0.695, 1.380, 0.188], [1.595, -1.672, -0.487], [-1.175, -0.642, 0.443], [-0.331, -0.311, 0.298], [0.426, -0.401, 0.716], [-0.390, 1.003, -0.532], [0.388, -0.907, 0.462], [-0.199, 0.673, -0.245], [-0.334, 0.448, 0.617], [0.149, -0.400, -0.167], [-0.168, -0.273, -0.664], [-0.584, 0.236, 0.779], [0.360, 0.217, -0.245], [-0.410, -0.017, -0.014], [0.044, 0.148, -0.195], [0.513, 0.082, -0.097], [0.105, 0.808, 1.607], [-2.369, -0.652, -5.361], [2.448, -0.596, 3.490], [-0.934, -0.943, 2.901], [0.222, -0.755, -0.123], [-0.670, 1.789, -1.151], [0.277, 0.068, 0.590], [-0.223, 0.886, -0.447], [0.369, -0.083, 0.122], [0.098, -0.174, -0.066], [0.207, 0.008, -0.569], [-0.092, 0.063, -0.683], [0.239, 0.009, -0.384], [-0.659, 2.333, 0.239], [0.462, 1.817, 3.236], [1.032, -3.664, -3.290], [1.321, 1.772, -1.165], [0.495, -0.343, -1.153], [-1.409, 0.946, 0.841], [0.176, -0.837, 0.139], [-0.408, -0.227, -0.550], [-0.304, 0.197, -0.053], [-0.240, -0.407, 0.412], [-0.381, -0.378, 0.545], [0.150, -0.527, 0.529], [-0.278, -0.401, 0.482], [0.733, 0.238, 2.651], [-1.864, -1.648, 1.068], [1.963, 1.202, -3.553], [-0.657, -0.227, 0.425], [0.285, 0.075, 1.629], [-0.862, 0.526, -1.178], [0.383, -0.353, -0.851], [-0.275, 0.018, -0.168], [-0.042, 0.660, -0.008], [0.148, -0.026, -0.508], [-0.168, 0.277, 0.594], [0.283, -0.119, -0.166], [-0.197, -0.333, 0.099], [2.057, -1.395, 1.076], [-3.560, 1.355, -2.580], [1.263, -1.877, 0.030], [0.172, 2.067, 0.478], [0.678, -0.672, 0.518], [-0.444, 1.406, -0.402], [2.002, -2.975, 0.603], [-2.928, -0.983, -2.402], [3.474, -0.735, 1.632], [-1.914, 1.996, 0.277]],
  "mulliken_charge": [-0.922, 0.221, -0.724, -1.000, -0.139, -0.920, -0.473, 0.425, 0.371, 0.351, 0.471, 0.390, 0.233, 0.031, 0.457, 0.568, 0.318, 0.091, 0.405, 0.498, 0.344, -0.715, 0.203, -0.009, -0.845, -0.407, -0.512, -0.500, 0.597, 0.099, 0.309, -0.147, -0.159, 0.055, 0.405, 0.412, 0.333, 0.308, 0.582, -0.135, 0.591, 0.372, -1.424, 0.579, 0.014, -0.349, -0.783, -0.040, 0.385, 0.314, 0.382, 0.123, 0.458, 0.449, -0.355, 0.707, -0.368, 0.371, 0.184, 0.309, -1.160, 0.539, -0.417, 0.793, 0.462, -0.393, -0.597, 0.379, 0.374, 0.343, 0.383, 0.420, 0.073, -1.157, 0.459, -0.339, 0.450, 0.500, -0.171, -0.662, 0.381, 0.396, 0.363, 0.359, 0.363, 0.267, -1.040, 0.597, -0.435, 0.441, -0.127, 0.477, -0.434, 0.346, 0.376, 0.366, -0.243, 0.385, 0.468, -0.219, 0.618, -0.663, -0.670, -0.008, 0.611, 0.370, -1.395, -0.536, -0.474]
}



(2)
{
  "formula": "C6H9NO2S",
  "method": "wB97M-V/def2-TZVPD",
  "orbital_gap_ev": [5.296, 8.036],
  "charge": 0,
  "e_lumo_ev": [0.404, -2.406],
  "e_above_lowest_kj_mol": 376.9,
  "spin_multiplicity": 3,
  "elements": ["C", "C", "C", "C", "C", "C", "N", "O", "O", "S", "H", "H", "H", "H", "H", "H", "H", "H", "H"],
  "xyz": [[-0.43081, -0.47240, -1.82172], [0.46915, 0.20222, -1.13571], [0.74439, -0.35519, 0.23066], [-0.26236, -1.56196, 0.56722], [1.39791, 1.25888, -1.54964], [-1.20622, -0.94534, 1.67924], [2.08203, -0.89664, 0.21683], [2.80897, -0.43786, 1.03833], [2.35035, -1.81744, -0.56435], [-1.08671, -1.91343, -1.04297], [-0.90458, -0.12173, -2.80800], [0.68790, 0.49641, 0.80807], [0.33494, -2.40645, 0.95892], [1.80899, 1.65356, -0.57636], [1.03941, 1.93698, -2.32222], [2.32835, 0.69791, -1.92641], [-1.71112, -0.13872, 1.36439], [-0.33981, -0.66747, 2.40363], [-1.88243, -1.69121, 2.01369]],
  "forces_ev_per_angstrom": [[-6.449, -4.518, -5.695], [4.080, 3.096, 4.804], [-1.879, -2.202, -3.086], [0.037, 2.395, 0.133], [1.664, -1.422, 0.808], [4.936, -3.135, 0.750], [-0.860, -1.760, -0.717], [2.549, 1.088, 1.640], [-0.059, 0.469, -0.046], [1.231, 1.642, -0.209], [0.763, -0.798, 1.736], [0.191, 1.175, 2.293], [-0.649, 0.255, -0.430], [-0.492, 0.612, -1.270], [0.115, 0.198, 0.307], [-0.805, 0.763, -0.220], [-1.632, 3.069, -1.255], [-2.261, -0.360, -0.353], [-0.480, -0.565, 0.808]],
  "mulliken_charge": [-0.530, 0.401, -0.677, 0.085, -1.296, -1.218, 1.055, -0.656, -0.618, -0.101, 0.349, 0.660, 0.439, 0.330, 0.408, 0.265, 0.399, 0.324, 0.382]
}